# C60H156N12O18

A 12-piece molecular cluster, C60H156N12O18 overall (wB97M-V/def2-TZVPD, OMol25).

Properties
**E_HOMO**: -8.39 eV
**E**: -4390.488443 Eh
**SMILES string**: COC[C@H](C)N.COC[C@H](C)N.COC[C@H](C)N.COC[C@H](C)N.COC[C@H](C)N.COC[C@H](C)N.COCCNCCOC.COCCNCCOC.COCCNCCOC.COCCNCCOC.COCCNCCOC.COCCNCCOC
**Gap between HOMO and LUMO**: 0.32344 Ha

Last column: Löwdin charge in e.
Element x y z (Å)
O  1.92  4.02  -5.20  -0.203
O  1.94  -7.35  0.28  -0.188
O  0.78  0.50  3.89  -0.189
O  4.36  9.58  -1.09  -0.183
O  0.29  3.94  -0.66  -0.172
O  -6.37  -0.01  0.02  -0.174
O  -1.83  -6.06  -2.01  -0.188
O  -1.79  -2.40  0.90  -0.190
O  -0.28  -3.79  4.55  -0.232
O  0.18  -0.53  -2.81  -0.253
O  -3.68  -6.74  2.61  -0.239
O  4.14  4.45  0.21  -0.221
O  -4.25  2.66  -4.39  -0.171
O  3.47  -3.86  2.94  -0.227
O  5.74  -5.61  -2.52  -0.175
O  0.77  6.29  2.66  -0.182
O  -4.98  4.08  0.92  -0.180
O  -6.49  -2.67  4.52  -0.198
N  -3.25  -4.51  4.52  0.054
N  -1.51  0.78  -1.21  -0.059
N  -6.36  1.76  2.07  -0.045
N  4.10  6.75  -6.15  0.004
N  -1.01  -6.58  3.96  -0.028
N  2.67  -5.69  -1.95  -0.046
N  -4.21  -4.08  0.07  0.075
N  2.89  8.92  -4.44  0.025
N  2.41  -0.99  1.86  -0.037
N  -2.07  0.36  -4.26  -0.055
N  3.07  2.33  -0.90  0.057
N  2.06  5.06  4.98  0.045
C  4.82  4.04  -0.91  -0.206
C  4.49  2.51  -1.03  -0.395
C  2.88  9.10  -3.02  -0.424
C  2.21  5.37  -5.62  -0.154
C  -3.65  -3.68  -2.31  -0.053
C  -4.66  3.57  2.22  -0.190
C  3.76  -1.61  1.73  -0.160
C  -0.39  6.45  1.82  -0.060
C  6.61  -4.77  -1.71  -0.089
C  4.20  5.89  0.39  -0.043
C  0.63  -4.82  4.70  -0.220
C  -3.49  0.25  -4.45  -0.189
C  5.03  1.75  -2.29  -0.033
C  3.78  5.40  -5.76  -0.404
C  -2.99  3.24  -4.67  -0.127
C  3.45  -4.49  -2.24  -0.205
C  3.54  3.81  3.60  -0.051
C  -5.59  -3.82  4.27  -0.152
C  -6.57  0.32  2.26  -0.187
C  1.76  -8.73  0.62  -0.084
C  0.09  -2.55  5.21  -0.051
C  0.24  -5.93  3.71  -0.215
C  -0.68  1.71  -0.54  -0.198
C  4.53  -3.82  3.84  -0.134
C  -5.96  -0.60  1.18  -0.232
C  -0.01  -0.94  -4.16  -0.180
C  -2.10  -0.26  -0.35  -0.155
C  1.18  1.06  2.63  -0.169
C  -3.64  -2.21  3.72  -0.020
C  -6.07  -0.72  -1.13  -0.108
C  -7.93  -2.95  4.32  -0.089
C  -4.13  -3.41  4.59  -0.431
C  -3.82  -4.75  -1.22  -0.383
C  1.42  5.03  2.61  -0.210
C  -4.98  2.06  2.28  -0.233
C  3.69  -3.21  1.65  -0.133
C  1.60  -5.39  -1.02  -0.203
C  1.57  -0.59  -2.42  -0.048
C  5.62  9.46  -0.41  -0.086
C  -2.65  -7.06  -2.68  -0.083
C  1.04  4.82  -1.44  -0.128
C  0.57  3.60  -5.43  -0.105
C  -4.21  1.42  -3.71  -0.202
C  -3.93  3.82  -0.01  -0.097
C  0.99  -6.71  -0.50  -0.224
C  -1.31  -7.40  2.79  -0.173
C  -0.73  -3.19  1.47  -0.100
C  -1.50  -0.92  -4.49  -0.213
C  -0.42  3.01  -1.41  -0.198
C  4.29  9.04  -2.41  -0.185
C  1.84  8.14  -2.43  -0.057
C  -5.07  -6.97  2.63  -0.103
C  4.56  5.24  -4.46  -0.071
C  -2.54  -5.50  -0.90  -0.219
C  -1.14  -1.37  0.12  -0.171
C  2.57  4.97  3.63  -0.439
C  4.63  -4.91  -3.11  -0.211
C  -2.83  -7.81  2.84  -0.196
C  1.68  0.65  4.97  -0.118
C  2.50  0.47  2.05  -0.199
H  3.33  0.85  2.66  0.095
H  0.73  -7.33  -1.36  0.125
H  1.29  0.21  5.89  0.090
H  -5.84  -4.69  4.88  0.121
H  4.22  -1.27  0.80  0.105
H  3.47  9.61  -4.89  0.091
H  -0.35  -0.89  0.70  0.099
H  1.61  8.34  -1.38  0.086
H  0.44  -1.93  -4.22  0.124
H  1.76  4.27  -2.05  0.075
H  0.70  4.22  2.78  0.114
H  -0.23  4.12  -4.91  0.072
H  -3.03  4.27  -5.02  0.084
H  -4.48  -4.73  0.79  0.041
H  1.69  5.33  -0.73  0.062
H  -6.60  -1.67  -1.25  0.094
H  -4.08  4.30  -0.98  0.086
H  6.13  -4.38  -0.81  0.062
H  -5.01  -0.78  -1.37  0.063
H  -2.68  0.27  0.41  0.104
H  1.85  4.79  1.64  0.099
H  1.02  -6.69  3.72  0.125
H  -2.28  -4.23  4.55  0.044
H  -8.21  -3.34  3.35  0.077
H  -0.11  6.33  0.77  0.072
H  6.45  9.94  -0.94  0.088
H  -2.56  -2.04  3.69  0.060
H  4.43  -1.21  2.49  0.098
H  1.28  2.14  2.66  0.094
H  -4.62  -5.41  -1.54  0.131
H  -3.32  -4.02  -3.29  0.074
H  -3.02  4.32  0.33  0.075
H  4.12  4.68  -6.50  0.139
H  5.20  6.29  0.24  0.077
H  -3.80  0.35  -5.49  0.126
H  4.59  2.19  -3.18  0.057
H  -3.02  -7.85  -2.03  0.089
H  0.87  -8.92  1.23  0.062
H  7.43  -5.36  -1.30  0.081
H  -6.22  -1.66  1.28  0.122
H  0.09  -6.49  0.07  0.091
H  -5.72  -6.12  2.39  0.068
H  2.01  -1.59  -2.45  0.077
H  2.57  2.38  -1.77  0.060
H  0.79  -4.78  -1.40  0.115
H  1.62  -4.45  4.44  0.102
H  -2.99  -2.87  -1.97  0.057
H  -2.23  3.25  -3.89  0.055
H  4.85  2.01  -0.13  0.125
H  2.08  0.19  -2.98  0.086
H  5.62  9.92  0.58  0.087
H  -3.83  -0.69  -4.02  0.102
H  2.87  -3.71  -2.74  0.100
H  -8.53  -2.04  4.40  0.075
H  -0.01  -2.85  2.21  0.084
H  1.69  5.55  -6.56  0.120
H  -1.85  -4.86  -0.35  0.102
H  0.34  -5.47  2.73  0.096
H  -1.01  -6.83  1.91  0.083
H  2.16  7.11  -2.59  0.052
H  -1.64  -1.23  -5.52  0.130
H  -4.89  -0.49  1.34  0.094
H  -0.80  -1.93  5.10  0.083
H  3.76  7.40  -5.45  0.004
H  -0.15  -3.54  0.62  0.071
H  -4.04  -2.40  2.73  0.061
H  -3.45  -6.64  -3.28  0.079
H  4.98  9.63  -3.01  0.120
H  -6.18  0.06  3.25  0.101
H  -1.16  5.75  2.16  0.081
H  1.17  4.59  5.02  0.070
H  0.35  -2.61  6.27  0.092
H  -4.19  -3.12  5.64  0.134
H  -0.72  -8.31  2.69  0.103
H  -3.85  1.49  -2.68  0.103
H  0.61  -5.18  5.73  0.128
H  0.17  2.63  -2.24  0.107
H  1.95  -1.36  2.68  0.077
H  0.92  -2.02  4.74  0.061
H  -2.55  2.74  -5.53  0.078
H  -2.03  -1.68  -3.91  0.097
H  0.35  0.83  1.95  0.094
H  2.43  10.09  -2.92  0.136
H  1.94  9.12  -4.74  0.091
H  2.60  0.86  1.04  0.084
H  4.27  -4.51  4.65  0.089
H  -5.23  4.07  3.01  0.118
H  4.90  -4.08  -3.77  0.110
H  3.86  6.17  1.39  0.081
H  3.05  2.90  3.93  0.041
H  2.92  3.09  -0.25  0.055
H  4.71  8.04  -2.51  0.111
H  -1.13  -4.11  1.88  0.074
H  1.78  1.71  5.21  0.070
H  -2.88  -0.72  -0.94  0.087
H  2.72  0.39  4.80  0.086
H  0.30  3.56  -6.49  0.087
H  -4.34  1.48  1.62  0.088
H  -8.37  -3.59  5.09  0.075
H  4.61  -3.66  1.28  0.102
H  -1.92  -7.45  -3.39  0.087
H  4.41  6.00  -3.69  0.060
H  4.14  4.33  -4.04  0.043
H  -1.37  3.32  -1.84  0.104
H  -3.63  3.83  2.47  0.104
H  1.63  -0.26  -1.39  0.071
H  0.47  -0.25  -4.85  0.120
H  3.15  5.88  3.47  0.126
H  -1.74  -5.97  4.30  0.067
H  2.06  -4.87  -0.18  0.086
H  7.09  -3.95  -2.26  0.083
H  -4.58  -3.17  -2.56  0.066
H  -4.77  1.69  3.29  0.119
H  0.32  1.31  -0.36  0.093
H  -4.11  -1.33  4.17  0.072
H  5.79  8.42  -0.16  0.063
H  -1.85  0.76  -3.36  0.074
H  3.22  -6.46  -1.61  0.115
H  0.87  8.23  -2.90  0.080
H  -2.84  -6.25  -0.18  0.114
H  3.54  6.42  -0.30  0.074
H  -3.43  -3.60  0.50  0.032
H  -0.56  -1.77  -0.71  0.115
H  -2.96  -8.56  2.06  0.116
H  1.80  6.03  5.08  0.070
H  3.69  -3.97  -1.31  0.094
H  -3.36  -4.87  3.58  0.052
H  -3.81  2.76  -0.23  0.072
H  -6.50  1.84  1.08  0.096
H  0.54  5.61  -2.00  0.087
H  4.83  0.68  -2.22  0.069
H  4.56  4.46  -1.88  0.097
H  -5.29  1.29  -3.67  0.115
H  4.37  4.00  4.27  0.086
H  5.88  4.27  -0.75  0.129
H  -6.41  -0.14  -1.99  0.079
H  -3.07  -8.18  3.84  0.128
H  -0.93  0.22  -1.81  0.040
H  2.53  -9.04  1.32  0.086
H  -5.34  -7.77  1.94  0.091
H  6.10  1.94  -2.45  0.072
H  1.92  6.17  -4.94  0.103
H  5.60  5.07  -4.73  0.087
H  -5.61  -4.10  3.21  0.096
H  4.78  -2.83  4.22  0.080
H  2.84  -3.53  1.05  0.086
H  -7.66  0.29  2.35  0.113
H  0.54  2.55  -5.15  0.075
H  4.22  -5.55  -3.89  0.120
H  -5.41  -7.16  3.65  0.090
H  5.10  6.90  -6.14  0.065
H  -0.81  7.44  1.97  0.087
H  -1.12  2.02  0.40  0.119
H  5.44  -4.22  3.39  0.084
H  3.97  3.63  2.61  0.066
H  1.77  -9.38  -0.25  0.089

# C60H159N13O17

A 13-piece molecular cluster, C60H159N13O17 overall (wB97M-V/def2-TZVPD, OMol25).

Properties
**E_HOMO**: -8.34 eV
**E**: -4371.897982 Eh
**Gap between HOMO and LUMO**: 0.33033 Ha

Last column: Löwdin charge in e.
Element x y z (Å)
O  3.42  8.11  0.66  -0.184
O  1.72  -2.33  -2.77  -0.180
O  -1.97  0.65  -5.43  -0.210
O  0.27  1.52  -0.83  -0.206
O  1.40  3.99  4.92  -0.207
O  3.17  3.41  -3.32  -0.220
O  0.60  -2.94  5.07  -0.218
O  -7.19  -0.68  -3.00  -0.221
O  -4.41  1.78  6.30  -0.190
O  -2.22  -3.26  2.33  -0.178
O  -3.37  -3.43  -5.10  -0.220
O  4.63  -4.62  1.22  -0.201
O  -6.31  -4.46  -0.98  -0.178
O  -4.85  -0.46  2.09  -0.197
O  2.80  -5.94  -3.05  -0.182
O  6.14  2.25  0.71  -0.217
O  -0.74  4.66  -0.43  -0.194
N  0.55  -4.92  -1.78  -0.038
N  2.64  1.67  0.88  0.083
N  3.91  3.36  5.78  0.042
N  0.51  1.74  -6.12  0.051
N  -3.48  -4.91  -0.67  -0.048
N  0.10  -5.64  4.05  0.049
N  5.38  5.07  0.40  -0.038
N  -4.32  -1.05  -1.59  0.076
N  2.22  4.51  1.76  0.062
N  -0.96  0.74  7.32  0.054
N  3.11  5.24  -6.62  0.007
N  -6.44  -2.79  -4.69  -0.034
N  5.59  -1.11  1.04  0.061
C  4.02  -5.19  -3.20  -0.089
C  1.79  2.66  4.82  -0.236
C  5.12  -2.64  -0.81  -0.033
C  3.81  1.12  4.83  -0.045
C  1.59  -3.89  5.09  -0.222
C  -1.89  1.28  5.16  -0.042
C  1.13  -6.12  -1.29  -0.207
C  -7.58  -4.12  -0.58  -0.126
C  -4.79  1.12  -0.53  -0.048
C  -4.37  -4.23  -4.47  -0.222
C  -0.80  2.51  -6.36  -0.428
C  -1.55  -2.01  2.52  -0.109
C  4.89  3.84  -5.72  -0.050
C  -3.43  1.06  7.10  -0.175
C  -2.05  1.52  6.67  -0.423
C  2.96  8.97  1.67  -0.124
C  -1.33  2.31  -7.72  -0.085
C  3.32  2.57  4.74  -0.438
C  -0.02  4.24  5.24  -0.033
C  -8.39  0.04  -2.75  -0.107
C  -4.44  -5.98  -0.97  -0.206
C  -5.66  -3.92  -5.16  -0.194
C  2.71  4.26  -4.37  -0.183
C  0.97  -3.76  -1.01  -0.198
C  4.52  6.18  0.00  -0.225
C  -5.83  -1.51  -4.70  -0.265
C  3.33  4.07  -5.76  -0.424
C  0.43  0.74  0.37  -0.194
C  -5.08  -1.13  0.81  -0.128
C  0.69  -2.47  -1.75  -0.167
C  0.83  -1.80  5.93  -0.071
C  0.80  4.81  1.37  -0.386
C  -5.79  -5.64  -0.46  -0.256
C  1.42  -1.25  -3.59  -0.129
C  -6.79  -0.45  -4.35  -0.231
C  -1.77  2.10  -5.24  -0.138
C  -3.24  -4.69  0.75  -0.184
C  1.29  -4.26  2.59  -0.050
C  -5.66  1.27  6.49  -0.158
C  1.32  -4.94  3.96  -0.440
C  -2.98  0.03  -4.72  -0.129
C  -2.33  -3.47  0.90  -0.183
C  0.40  6.17  1.97  -0.032
C  2.03  -0.55  1.71  -0.069
C  0.67  4.71  -0.13  -0.163
C  4.88  -2.30  0.65  -0.453
C  -2.07  -3.41  -4.48  -0.093
C  5.18  -3.38  1.65  -0.211
C  5.92  4.25  -0.65  -0.228
C  6.83  3.16  -0.15  -0.225
C  4.19  7.04  1.15  -0.261
C  2.62  -6.18  -1.66  -0.220
C  5.04  -5.62  2.20  -0.080
C  -5.10  -1.23  3.19  -0.165
C  -1.07  4.95  -1.73  -0.154
C  -1.06  1.63  -1.23  -0.119
C  -4.38  -0.31  -0.30  -0.420
C  6.65  2.35  2.06  -0.107
C  2.90  2.05  -3.43  -0.122
C  1.89  0.43  0.57  -0.404
H  -2.83  -2.66  0.37  0.097
H  3.00  -7.20  -1.46  0.127
H  6.25  -3.47  1.82  0.121
H  0.68  -1.71  -0.98  0.088
H  -0.17  5.28  5.54  0.092
H  0.05  1.38  1.20  0.137
H  6.01  1.65  2.67  0.079
H  0.82  -4.83  -2.74  0.098
H  6.66  4.85  -1.21  0.127
H  1.40  2.06  5.64  0.111
H  -1.37  -3.59  0.46  0.082
H  -1.65  -4.45  -4.32  0.106
H  1.13  -0.32  -3.07  0.077
H  -1.37  0.64  -1.60  0.082
H  4.75  4.50  0.93  0.077
H  -1.07  2.36  -2.04  0.051
H  5.28  -0.31  0.52  0.050
H  5.14  3.04  -5.04  0.047
H  -6.43  -6.50  -0.70  0.130
H  4.82  -5.53  -2.59  0.074
H  -6.93  -2.98  -3.84  0.100
H  3.60  3.09  3.80  0.129
H  0.89  6.29  2.93  0.069
H  1.16  3.79  -0.43  0.100
H  7.70  2.07  2.10  0.079
H  3.81  -4.14  -2.99  0.077
H  2.01  8.63  2.10  0.065
H  -4.20  -4.46  1.18  0.091
H  -1.40  1.19  -7.88  0.102
H  -4.09  -2.03  -1.44  0.058
H  3.42  4.26  5.79  0.074
H  5.36  4.73  -5.24  0.083
H  1.59  -4.39  6.05  0.117
H  0.93  -6.40  -0.27  0.110
H  -2.14  -2.90  -3.53  0.059
H  -3.90  1.64  -0.93  0.063
H  2.84  2.21  0.04  0.077
H  0.42  -3.57  2.59  0.063
H  -8.33  -4.71  -1.04  0.071
H  -6.33  1.64  5.72  0.089
H  -6.18  -1.23  0.66  0.134
H  7.67  3.63  0.38  0.124
H  -1.03  0.68  8.32  0.073
H  2.84  3.28  -6.31  0.109
H  6.58  -1.12  0.82  0.083
H  -5.73  0.19  6.27  0.088
H  -2.19  4.89  -1.85  0.102
H  -5.25  -1.00  -2.03  0.049
H  0.73  6.86  1.22  0.061
H  3.65  5.84  -0.54  0.105
H  3.69  9.07  2.51  0.096
H  -0.67  6.22  2.17  0.079
H  3.67  2.94  6.66  0.062
H  -4.44  -6.12  -2.08  0.120
H  -5.03  1.56  0.46  0.089
H  -6.19  -1.45  3.46  0.104
H  -4.46  -3.94  -3.44  0.099
H  2.35  4.69  2.75  0.045
H  1.49  2.26  3.86  0.108
H  3.11  1.69  -2.42  0.084
H  -2.82  -5.62  1.25  0.144
H  2.16  -5.65  3.96  0.131
H  -0.57  4.29  -2.50  0.082
H  5.05  6.82  -0.70  0.123
H  -1.41  -2.84  -5.12  0.075
H  2.26  -3.77  2.46  0.071
H  -1.73  1.93  -0.36  0.111
H  4.87  -1.85  -1.51  0.083
H  -5.78  -5.57  0.64  0.118
H  4.28  -5.33  -4.23  0.079
H  -4.75  -2.29  3.04  0.088
H  -0.81  6.04  -1.91  0.103
H  1.11  5.57  -0.58  0.112
H  0.20  4.05  1.82  0.108
H  -3.56  1.22  8.17  0.127
H  0.59  -1.46  -4.24  0.073
H  -5.66  1.28  -1.18  0.074
H  4.57  -5.45  3.19  0.082
H  -2.20  -1.13  2.46  0.087
H  3.60  6.49  1.90  0.101
H  0.25  0.74  -6.10  0.064
H  -0.57  3.56  -6.21  0.124
H  -0.59  2.73  -8.43  0.085
H  3.11  6.17  -6.17  0.078
H  -4.64  -0.75  4.06  0.074
H  2.39  -0.99  -4.06  0.103
H  -5.38  -1.30  -5.68  0.134
H  1.77  -1.27  5.70  0.076
H  2.06  -3.66  -0.81  0.123
H  3.07  -0.68  1.98  0.055
H  4.64  -3.06  2.57  0.128
H  2.20  5.23  -7.13  0.071
H  -1.49  2.27  -4.18  0.106
H  -0.20  -0.22  0.39  0.121
H  3.26  -5.46  -1.10  0.094
H  2.73  9.97  1.29  0.086
H  1.52  -0.42  2.65  0.077
H  -3.54  -0.03  6.87  0.134
H  3.86  -2.08  0.76  0.085
H  0.89  -2.12  7.01  0.103
H  1.88  1.89  -3.66  0.048
H  -4.20  -6.96  -0.61  0.112
H  -8.32  1.09  -3.09  0.097
H  3.55  1.36  1.21  0.064
H  -7.76  -3.10  -0.87  0.075
H  -8.63  -0.18  -1.70  0.098
H  -1.13  -2.07  3.54  0.076
H  5.16  3.88  -1.35  0.113
H  6.15  -2.92  -0.97  0.087
H  -0.06  -1.21  5.87  0.043
H  1.62  4.16  -4.37  0.110
H  6.53  3.31  2.61  0.094
H  -6.24  -4.82  -5.15  0.106
H  3.00  5.28  -4.01  0.132
H  -6.34  0.55  -4.42  0.120
H  0.00  -6.07  4.98  0.087
H  -3.04  -1.00  -5.07  0.066
H  2.31  3.50  1.54  0.029
H  0.95  1.80  -7.05  0.066
H  5.14  7.39  1.57  0.132
H  -0.71  -5.04  3.95  0.069
H  -2.30  2.82  -7.88  0.091
H  -2.70  2.65  -5.35  0.116
H  -2.61  -5.11  -1.14  0.096
H  -1.97  2.55  6.92  0.110
H  1.72  -1.56  1.46  0.057
H  1.24  -5.07  1.87  0.070
H  -5.45  -3.78  -6.24  0.129
H  6.14  -5.64  2.34  0.093
H  -7.72  -4.22  0.51  0.102
H  -3.32  -0.19  0.01  0.118
H  -0.09  1.10  7.00  0.041
H  -0.36  3.52  5.97  0.052
H  -7.67  -0.41  -5.06  0.143
H  -2.78  -0.03  -3.66  0.061
H  -6.07  1.55  7.47  0.091
H  -4.96  -1.44  -4.02  0.085
H  3.41  0.51  4.07  0.028
H  -0.66  4.06  4.35  0.089
H  -1.90  0.16  5.11  0.086
H  3.51  1.57  -4.18  0.080
H  0.46  -3.80  -0.07  0.071
H  -1.02  1.69  4.68  0.042
H  7.14  2.62  -1.04  0.119
H  4.70  -6.57  1.81  0.079
H  4.86  0.87  4.85  0.072
H  -3.97  0.54  -4.84  0.097
H  0.68  -6.89  -1.91  0.116
H  2.20  -0.12  -0.35  0.142
H  5.32  3.79  -6.74  0.082
H  4.57  -3.54  -0.99  0.028
H  -0.64  -1.86  1.92  0.056
H  -0.26  -2.42  -2.30  0.114
H  -4.69  -2.12  0.95  0.077
H  3.42  0.72  5.82  0.093
H  2.52  -3.31  4.99  0.116
H  -9.19  -0.33  -3.34  0.065
H  -4.10  -5.31  -4.57  0.132
H  -2.82  1.56  4.68  0.077

| no. | LUMO (eV) |
| --- | --- |
| 1 | 0.41 |
| 2 | 0.65 |